Record 1
A cluster of 3 separate species, CH7NO4 in total, computed with the ωB97M-V functional and the def2-TZVPD basis.

Geometry as XYZ:
```
13
Properties=species:S:1:pos:R:3:forces:R:3:nbo_charge:R:1
N -0.790414 0.558737 0.731388 0.72 -0.30 -0.07 -0.844
C -1.499706 -0.048199 -0.235479 -0.24 0.04 -0.17 0.875
O -2.658791 0.101043 -0.543018 0.35 0.02 0.24 -0.633
O -0.688595 -0.935021 -0.930049 -0.40 0.39 0.00 -0.745
H -1.154819 1.196820 1.410816 -0.55 -0.02 -0.19 0.414
H 0.202713 0.377629 0.806713 -0.15 0.05 0.23 0.420
H -1.232506 -1.186265 -1.693144 0.15 -0.14 0.15 0.509
O 2.035319 1.152238 1.521572 -0.05 -0.11 -0.21 -0.961
H 1.781329 1.955312 1.054411 0.17 0.04 0.02 0.466
H 2.451745 0.594606 0.840534 -0.06 0.08 0.09 0.502
O 2.197810 -0.737059 -0.629560 -0.15 0.00 -0.05 -0.979
H 2.529065 -0.996414 -1.495107 0.08 0.05 0.08 0.480
H 1.235054 -0.849235 -0.695418 0.12 -0.11 -0.12 0.495
```
Positions in Å, forces in eV/Å.

Output
SMILES: NC(=O)O.O.O
Energy above the lowest of the compared OMol25 structures with the same formula, charge and spin: 0.0496 eV
Kohn-Sham gap: 0.41036 hartree
HOMO: -10.74 eV
DFT total energy: -10831.833 eV


Record 2
A structure of composition C39H45InN3O3, computed with the ωB97M-V functional and the def2-TZVPD basis.

Geometry as XYZ:
```
91
Properties=species:S:1:pos:R:3:forces:R:3:lowdin_charge:R:1
In 0.225323 0.280751 0.049128 -0.82 -0.45 0.95 1.104
C -0.787342 -3.940534 -3.338417 -1.67 -0.07 1.12 -0.040
C -0.181868 -2.535495 -3.065310 -0.92 -0.26 -0.95 -0.390
C -0.559822 -1.641620 -4.247442 -1.20 -3.38 -1.13 -0.052
C 1.257442 -2.414479 -2.725411 0.65 0.62 1.44 -0.132
C 2.142360 -2.602562 -3.748166 -0.27 -0.60 -1.72 -0.043
C 3.456411 -2.278957 -3.559866 1.68 -0.42 -0.33 -0.062
C 3.981477 -1.946062 -2.317476 0.21 -0.03 -0.62 -0.032
C 3.160375 -1.853845 -1.214643 -0.42 0.47 1.07 -0.151
C 3.731648 -1.514082 0.182165 -0.62 0.57 0.36 -0.337
C 4.008175 0.042463 0.231803 0.48 -1.09 -0.25 -0.051
C 5.028474 -2.279511 0.595368 -0.86 0.76 0.92 -0.058
C 1.785068 -1.951598 -1.462605 -1.80 -1.18 -0.67 -0.138
N 0.784899 -1.660647 -0.427273 0.92 0.45 -0.33 -0.013
C 0.049435 -2.691307 0.117161 -0.55 -0.07 1.08 -0.437
O 0.125743 -3.848373 -0.212817 0.02 -0.15 -0.05 0.116
C -0.905157 -2.290867 1.307632 0.16 1.93 -0.58 -0.110
C -1.697031 -3.037522 2.162898 1.30 -1.57 -0.01 0.031
C -2.367820 -2.387963 3.214509 -0.34 -0.05 -0.57 0.007
C -2.390535 -0.996298 3.243923 -0.24 0.08 0.83 0.046
C -1.568017 -0.296780 2.374841 -1.34 -0.28 0.03 -0.208
N -0.908482 -0.948468 1.479256 1.19 -1.46 -1.57 0.041
C -1.373299 1.192373 2.391426 1.28 -0.49 0.77 -0.446
O -1.979292 1.773269 3.270199 0.23 0.90 -0.89 0.108
N -0.288531 1.612811 1.601911 -0.81 0.58 0.36 0.020
C 0.350226 2.870077 1.948029 -0.85 -1.04 0.25 -0.167
C 0.372069 3.875934 1.012119 0.41 0.91 -1.10 -0.164
C 1.050374 5.064090 1.280534 0.98 0.30 -0.47 -0.030
C 1.653137 5.180995 2.505477 0.47 0.65 0.65 -0.042
C 1.576044 4.160053 3.475824 0.54 2.43 0.41 -0.029
C 0.932160 3.011054 3.231738 -0.76 -2.29 -0.02 -0.110
C 0.971923 1.852784 4.289054 -0.58 0.78 -0.70 -0.337
C 1.736375 0.679024 3.732005 0.72 -1.51 -0.60 -0.061
C 1.617867 2.282314 5.593126 0.05 0.22 -0.94 -0.073
C -0.070949 3.700233 -0.417796 -0.94 0.41 -0.58 -0.375
C -0.412234 5.020670 -1.188921 -0.32 -0.49 0.24 -0.059
C 1.034133 3.036717 -1.219207 1.71 -0.13 1.13 -0.070
H -1.863309 -3.780294 -3.761261 2.03 -0.43 0.36 0.102
H -0.955169 -4.499719 -2.380840 0.32 0.49 -0.67 0.073
H -0.185401 -4.615914 -3.952872 -0.12 0.43 -0.27 0.081
H -0.767437 -2.060973 -2.328280 -0.41 0.09 1.48 0.055
H -0.212589 -2.096453 -5.191698 -0.05 0.45 0.22 0.094
H -0.243375 -0.680899 -4.158428 1.11 2.87 0.23 0.047
H -1.657436 -1.665372 -4.288977 0.17 0.24 -0.16 0.083
H 1.777016 -2.984358 -4.757451 0.59 0.64 1.48 0.149
H 4.149992 -2.389276 -4.390121 -0.08 0.11 0.07 0.113
H 5.045559 -1.746479 -2.230064 -0.11 -0.15 0.03 0.118
H 2.917865 -1.743127 0.949637 1.04 0.24 -0.92 0.136
H 4.830297 0.317114 -0.489185 -0.83 -0.18 0.82 0.109
H 4.236787 0.360600 1.251798 0.33 -0.05 -0.14 0.070
H 3.113607 0.593734 -0.041524 -0.32 0.25 -0.36 0.022
H 5.830292 -2.088911 -0.112003 0.12 -0.09 -0.03 0.065
H 4.845750 -3.357595 0.695313 0.12 0.32 -0.11 0.085
H 5.336563 -1.865817 1.605646 -0.21 -0.59 -1.14 0.098
H -1.599095 -4.146899 2.068872 -0.47 1.06 0.22 0.146
H -2.909371 -2.979449 3.965323 0.19 0.35 -0.47 0.130
H -2.988981 -0.422526 3.946701 0.19 -0.25 0.06 0.134
H 1.280578 5.811685 0.460556 -0.67 -0.88 1.32 0.137
H 2.211482 6.097738 2.709769 -0.12 -0.35 0.16 0.114
H 1.962665 4.331314 4.480565 0.18 0.15 -0.53 0.110
H -0.064647 1.540991 4.495082 0.39 0.20 0.05 0.128
H 2.563496 1.009630 3.085054 0.07 0.11 0.39 0.080
H 1.128052 0.048783 3.021412 0.50 0.24 1.15 0.061
H 2.195457 0.087018 4.587234 -0.74 0.32 -1.28 0.108
H 2.593442 2.687774 5.442946 0.99 0.08 -0.37 0.075
H 1.754000 1.466986 6.262358 -0.33 -0.65 0.66 0.077
H 1.086217 3.090712 6.015304 -0.89 0.66 0.92 0.077
H -0.922012 3.004370 -0.443346 -0.17 0.47 0.05 0.099
H 0.510467 5.562943 -1.488982 -0.67 -0.49 -0.07 0.082
H -1.023028 5.730083 -0.639645 -0.04 -0.05 0.41 0.082
H -1.035203 4.736838 -2.048331 0.55 0.20 -0.14 0.085
H 1.705226 3.836549 -1.650433 -0.43 -1.22 0.35 0.121
H 0.697068 2.360761 -1.990248 -0.19 -0.04 -0.62 0.069
H 1.655898 2.454760 -0.462298 -0.11 0.35 -0.92 0.071
C -3.696188 1.487734 -0.580797 1.35 0.66 1.11 0.026
C -2.956907 0.341620 -1.211761 -1.30 0.73 0.49 -0.343
O -1.735871 0.282125 -1.142630 1.15 -0.39 -0.22 -0.003
C -3.794938 -0.708393 -1.774103 0.30 -2.35 0.34 -0.152
C -3.362592 -2.062522 -1.630287 0.22 -1.45 -0.47 0.004
C -4.211495 -3.147713 -1.935810 -1.18 1.38 -1.47 -0.038
C -5.515782 -2.889590 -2.480753 1.57 -0.45 0.08 -0.034
C -5.918087 -1.568275 -2.599524 -0.39 0.11 0.11 -0.069
C -5.101818 -0.512131 -2.216772 -0.20 0.96 0.09 -0.024
H -3.018147 1.947322 0.196802 -0.70 -0.27 -0.90 0.100
H -4.606094 1.181745 -0.085372 -0.23 -0.17 -0.05 0.098
H -3.935534 2.240144 -1.325961 -0.04 0.18 -0.15 0.107
H -2.329538 -2.420757 -1.387120 -0.99 1.09 0.12 0.107
H -3.851705 -4.165151 -2.028125 0.22 0.10 0.57 0.105
H -6.099491 -3.723245 -2.928392 0.30 0.75 0.71 0.126
H -6.906758 -1.325972 -2.967979 0.04 -0.09 -0.12 0.112
H -5.500536 0.518095 -2.283775 0.26 -0.73 -0.03 0.131
```
Positions in Å, forces in eV/Å.

Output
Energy above the lowest of the compared OMol25 structures with the same formula, charge and spin: 2.1915 eV
Kohn-Sham gap: 0.25094 hartree
HOMO: -11.16 eV
Charge: +1
DFT total energy: -56953.597 eV


Which of these has the lowest HOMO?
C39H45InN3O3


Kohn-Sham gap of number 1 (CH7NO4)?
0.41036 hartree